# 1
{"formula": "C6H11NS2", "method": "the ωB97M-V functional and the def2-TZVPD basis", "homo_ev": -8.3, "total_energy_ha": -1086.3223, "orbital_gap_ha": 0.32340, "smiles": "C[C@]1(C(N)=S)CCCS1", "elements": ["C", "C", "C", "N", "S", "C", "C", "C", "S", "H", "H", "H", "H", "H", "H", "H", "H", "H", "H", "H"], "coordinates": [[-0.690, -0.521, -1.614], [-0.493, -0.317, -0.131], [-1.794, -0.889, 0.585], [-1.632, -2.074, 1.345], [-3.304, -0.168, 0.380], [-0.278, 1.154, 0.228], [1.137, 1.474, 0.771], [1.840, 0.249, 1.163], [0.975, -1.208, 0.443], [0.313, -0.358, -2.247], [-1.436, 0.259, -2.033], [-1.117, -1.535, -1.835], [-0.668, -2.325, 1.574], [-2.323, -2.099, 2.060], [-0.994, 1.525, 0.958], [-0.566, 1.548, -0.735], [1.603, 2.161, 0.055], [0.981, 2.144, 1.607], [2.869, 0.160, 0.907], [1.712, 0.086, 2.282]], "lowdin_charge": [-0.148, -0.782, -0.782, 0.045, 0.618, -0.186, -0.243, -0.429, 0.935, 0.125, 0.097, 0.092, 0.020, 0.067, 0.100, 0.098, 0.117, 0.104, 0.059, 0.096]}

---

# 2
{"formula": "C16H48BeNO19", "method": "the ωB97M-V functional and the def2-TZVPD basis", "homo_ev": -11.2, "total_energy_ha": -2136.8943, "charge": 1, "orbital_gap_ha": 0.17554, "elements": ["Be", "N", "O", "O", "O", "C", "C", "O", "O", "H", "H", "H", "H", "H", "H", "C", "C", "O", "O", "H", "H", "H", "H", "H", "H", "C", "C", "O", "O", "H", "H", "H", "H", "H", "H", "C", "C", "O", "O", "H", "H", "H", "H", "H", "H", "C", "C", "O", "O", "H", "H", "H", "H", "H", "H", "C", "C", "O", "O", "H", "H", "H", "H", "H", "H", "C", "C", "O", "O", "H", "H", "H", "H", "H", "H", "C", "C", "O", "O", "H", "H", "H", "H", "H", "H"], "coordinates": [[1.877, 1.502, 2.969], [0.144, -0.252, 0.362], [1.025, 0.180, 1.138], [0.438, -0.499, -0.813], [-1.000, -0.478, 0.780], [-0.797, 0.629, 4.188], [-0.991, 1.966, 3.559], [0.113, 2.725, 4.007], [0.387, 0.053, 3.631], [-1.591, -0.112, 4.062], [-0.737, 0.733, 5.275], [-1.927, 2.481, 3.768], [-0.862, 1.853, 2.483], [-0.057, 3.263, 4.788], [0.247, -0.427, 2.793], [5.266, -1.965, 0.798], [4.218, -1.789, -0.260], [3.072, -2.560, -0.022], [5.010, -1.509, 2.135], [6.204, -1.495, 0.477], [5.554, -3.016, 0.907], [4.648, -2.082, -1.226], [4.048, -0.705, -0.357], [2.255, -2.162, -0.334], [5.567, -0.754, 2.327], [-1.251, 2.302, -1.234], [-1.903, 2.797, 0.031], [-1.333, 3.994, 0.601], [-1.589, 3.178, -2.299], [-1.547, 1.281, -1.490], [-0.164, 2.240, -1.126], [-2.110, 1.996, 0.744], [-2.933, 3.048, -0.250], [-1.883, 4.669, 0.194], [-2.537, 3.195, -2.458], [2.371, -1.867, -3.697], [3.574, -2.720, -3.988], [3.336, -3.779, -4.879], [1.347, -2.695, -3.177], [2.005, -1.428, -4.641], [2.594, -1.021, -3.030], [4.034, -3.071, -3.056], [4.404, -2.089, -4.346], [2.442, -3.666, -5.219], [0.585, -2.092, -3.027], [2.894, 2.426, 0.161], [2.124, 3.626, 0.625], [1.093, 3.133, 1.480], [3.465, 1.642, 1.225], [3.747, 2.824, -0.399], [2.329, 1.786, -0.513], [1.633, 4.153, -0.194], [2.782, 4.320, 1.153], [0.213, 3.390, 1.131], [4.421, 1.755, 1.224], [-0.238, 0.841, -4.405], [-1.299, -0.166, -3.962], [-0.851, -1.187, -3.087], [-0.627, 1.653, -5.488], [0.663, 0.292, -4.684], [0.068, 1.487, -3.571], [-1.850, -0.548, -4.821], [-2.060, 0.348, -3.349], [-0.439, -0.785, -2.293], [-1.572, 1.828, -5.466], [-2.147, -3.939, 3.026], [-1.583, -3.989, 1.624], [-1.926, -5.101, 0.828], [-2.289, -2.640, 3.559], [-1.535, -4.593, 3.665], [-3.066, -4.531, 3.131], [-0.514, -3.771, 1.531], [-2.087, -3.175, 1.087], [-1.861, -5.968, 1.236], [-3.100, -2.263, 3.201], [-5.309, 1.056, 1.572], [-4.917, 0.300, 0.317], [-3.934, -0.683, 0.634], [-4.169, 1.801, 2.025], [-5.602, 0.308, 2.310], [-6.142, 1.712, 1.307], [-4.492, 0.977, -0.435], [-5.710, -0.295, -0.130], [-3.131, -0.288, 0.985], [-4.537, 2.408, 2.675]], "lowdin_charge": [1.072, -0.512, -0.069, 0.020, 0.032, -0.168, -0.206, -0.061, -0.046, 0.133, 0.141, 0.143, 0.092, 0.130, 0.085, -0.233, -0.266, -0.031, -0.070, 0.122, 0.128, 0.107, 0.109, 0.062, 0.062, -0.238, -0.220, -0.050, -0.045, 0.105, 0.112, 0.084, 0.122, 0.115, 0.097, -0.270, -0.273, -0.034, -0.068, 0.111, 0.113, 0.101, 0.118, 0.086, 0.031, -0.199, -0.179, -0.092, -0.051, 0.143, 0.120, 0.146, 0.135, 0.058, 0.118, -0.246, -0.211, -0.079, -0.041, 0.106, 0.102, 0.133, 0.106, 0.041, 0.086, -0.261, -0.256, -0.050, -0.066, 0.122, 0.126, 0.120, 0.111, 0.089, 0.084, -0.218, -0.224, -0.073, -0.085, 0.123, 0.125, 0.111, 0.130, 0.030, 0.090]}

---

# 3
{"formula": "C21H18AuN6O", "method": "the ωB97M-V functional and the def2-TZVPD basis", "homo_ev": -10.9, "total_energy_ha": -1350.2973, "charge": 1, "orbital_gap_ha": 0.24677, "elements": ["Au", "C", "C", "C", "C", "N", "C", "N", "C", "N", "C", "N", "C", "C", "C", "C", "C", "N", "C", "C", "C", "C", "C", "C", "H", "H", "H", "H", "H", "H", "H", "H", "H", "H", "H", "H", "N", "C", "O", "C", "C", "H", "H", "H", "H", "H", "H"], "coordinates": [[-0.067, 0.324, -0.288], [0.081, -1.306, -4.320], [0.861, -2.452, -4.246], [1.272, -2.893, -3.008], [0.921, -2.201, -1.842], [0.164, -1.078, -1.933], [-0.237, -0.662, -3.147], [1.414, -2.804, -0.687], [1.301, -2.461, 0.537], [0.658, -1.359, 1.061], [0.741, -1.365, 2.376], [0.135, -0.496, 3.178], [-0.490, 0.598, 2.801], [-1.676, 0.956, 3.497], [-2.478, 1.964, 3.072], [-2.119, 2.727, 1.934], [-0.923, 2.501, 1.363], [-0.048, 1.473, 1.769], [1.517, -2.530, 2.836], [1.880, -2.977, 4.091], [2.628, -4.150, 4.156], [2.982, -4.842, 3.002], [2.606, -4.387, 1.739], [1.877, -3.220, 1.678], [-0.278, -0.914, -5.260], [1.138, -2.996, -5.139], [1.868, -3.785, -2.891], [-0.849, 0.228, -3.161], [-1.916, 0.344, 4.353], [-3.392, 2.190, 3.604], [-2.759, 3.507, 1.551], [-0.526, 3.106, 0.558], [1.588, -2.443, 4.985], [2.932, -4.537, 5.119], [3.556, -5.755, 3.090], [2.873, -4.928, 0.841], [4.225, 0.361, 0.286], [3.044, 0.989, 0.426], [2.405, 1.405, -0.532], [2.558, 1.155, 1.854], [1.346, 2.060, 1.951], [4.591, 0.216, -0.641], [4.757, 0.039, 1.075], [3.353, 1.611, 2.449], [2.399, 0.176, 2.296], [1.427, 2.816, 1.174], [1.323, 2.558, 2.919]], "lowdin_charge": [0.826, -0.048, -0.038, 0.002, -0.292, -0.010, -0.134, 0.181, -0.273, 0.059, -0.310, 0.189, -0.255, 0.019, -0.015, -0.040, -0.101, -0.078, -0.108, 0.002, -0.057, -0.052, 0.005, -0.096, 0.114, 0.118, 0.117, 0.101, 0.128, 0.125, 0.121, 0.128, 0.119, 0.111, 0.111, 0.120, 0.192, -0.543, -0.005, -0.084, -0.092, 0.124, 0.115, 0.138, 0.099, 0.121, 0.144]}

---

# 4
{"formula": "C16H27ClIO2P2Pd", "method": "the ωB97M-V functional and the def2-TZVPD basis", "homo_ev": [-16.1, -18.3], "total_energy_ha": -2343.6370, "multiplicity": 5, "charge": 3, "orbital_gap_ha": [0.25543, 0.18507], "elements": ["C", "C", "H", "H", "H", "O", "I", "Pd", "P", "C", "C", "H", "H", "H", "H", "H", "H", "C", "H", "H", "H", "P", "C", "C", "H", "H", "H", "C", "H", "H", "H", "H", "H", "H", "C", "O", "Cl", "C", "C", "C", "C", "C", "C", "C", "H", "H", "H", "H", "H", "H"], "coordinates": [[-0.562, -2.612, -5.551], [-0.219, -2.138, -4.153], [0.016, -3.535, -5.788], [-0.294, -1.817, -6.268], [-1.642, -2.821, -5.620], [0.596, -2.604, -3.397], [-1.335, -0.269, -3.234], [-0.060, -0.108, -0.731], [-1.635, -1.459, 0.546], [-0.944, -2.182, 2.080], [-3.075, -0.458, 1.049], [-3.937, -1.066, 1.338], [-2.777, -3.584, -0.030], [-3.377, 0.177, 0.209], [-2.519, -2.510, -1.477], [-0.653, -1.420, 2.817], [-2.837, 0.220, 1.875], [-2.101, -2.861, -0.521], [-1.648, -2.886, 2.546], [-1.149, -3.362, -0.733], [-0.031, -2.741, 1.844], [2.051, 1.085, -1.498], [3.641, 0.808, -0.643], [2.410, 0.705, -3.249], [0.790, 3.134, -1.538], [2.478, 3.448, -1.995], [1.997, 3.225, -0.278], [1.829, 2.897, -1.307], [1.578, 0.975, -3.916], [3.353, 1.192, -3.565], [4.457, 1.204, -1.253], [3.834, -0.253, -0.467], [2.508, -0.387, -3.293], [3.664, 1.292, 0.340], [1.435, -1.249, -0.164], [2.291, -1.768, 0.421], [2.200, 1.632, 2.486], [0.616, 1.349, 3.158], [0.455, 1.223, 4.546], [-0.752, 1.622, 5.182], [-1.843, 1.965, 4.388], [-1.734, 1.867, 3.006], [-0.541, 1.481, 2.344], [-0.497, 1.489, 0.863], [1.325, 0.923, 5.124], [-0.780, 1.796, 6.263], [-2.767, 2.349, 4.843], [-2.600, 2.009, 2.357], [0.267, 2.208, 0.537], [-1.481, 1.813, 0.507]], "lowdin_charge": [-0.025, -0.581, 0.127, 0.111, 0.108, 0.030, 0.857, 0.292, 0.820, -0.204, -0.208, 0.085, 0.086, 0.063, 0.016, 0.046, 0.010, -0.230, 0.082, 0.056, 0.052, 0.852, -0.220, -0.222, 0.054, 0.085, 0.047, -0.213, 0.037, 0.089, 0.086, 0.046, 0.051, 0.010, -0.206, 0.150, 0.893, -0.502, 0.000, 0.034, 0.062, 0.004, -0.285, -0.127, 0.138, 0.150, 0.162, 0.130, 0.023, 0.074]}